Entry 1:
{
  "formula": "C19H36BBiFN16OSbSe4Si",
  "method": "ωB97M-V with the def2-TZVPD basis set",
  "homo_energy_ev": -3.0,
  "charge": -2,
  "energy_ha": -12171.92171,
  "homo_lumo_gap_ha": 0.253,
  "de_lowest_ev": 0.973,
  "species": ["N", "C", "H", "C", "O", "Si", "H", "N", "H", "H", "B", "N", "H", "N", "H", "C", "H", "N", "H", "H", "C", "H", "H", "H", "N", "C", "H", "N", "Se", "H", "N", "N", "H", "H", "H", "H", "Se", "H", "C", "N", "C", "C", "C", "C", "C", "H", "F", "C", "Sb", "C", "Se", "H", "C", "H", "H", "N", "C", "Se", "N", "N", "C", "H", "H", "H", "H", "N", "C", "N", "Bi", "H", "H", "C", "H", "H", "C", "H", "N", "H", "H", "H", "H"],
  "positions_angstrom": [[-0.681, -1.317, 3.267], [-0.324, 5.227, 1.281], [1.355, -5.635, -0.757], [0.450, 3.003, -0.370], [0.207, -2.747, -0.420], [1.538, 2.141, -2.714], [-0.956, -5.647, -0.653], [-1.271, -0.917, 2.126], [-2.443, -3.573, -1.567], [4.560, 0.899, 4.199], [4.697, -2.485, -0.867], [-2.775, -1.080, 3.743], [-4.499, -0.336, 2.011], [-3.573, -0.359, 1.623], [0.886, -0.074, 2.601], [3.699, 1.500, 0.755], [4.988, -2.463, 0.310], [-0.974, -4.657, -0.492], [-0.614, 6.062, 1.905], [2.897, 0.145, -3.309], [3.781, 3.026, 2.624], [3.819, 1.530, 5.683], [3.560, 3.140, 3.681], [5.549, -1.966, -1.553], [-1.561, -1.406, 4.214], [-3.449, -0.320, 0.268], [1.146, -0.548, 4.780], [-4.452, -0.141, -0.609], [-3.192, 0.332, -6.576], [3.923, 2.326, -2.051], [2.474, 0.999, 4.152], [-3.886, -0.165, -1.812], [2.181, -4.154, -0.615], [-0.621, 2.692, -3.773], [3.148, 3.728, 2.062], [-3.038, -4.611, -0.247], [-1.593, -3.439, -5.942], [0.718, 3.125, -4.825], [3.715, 0.799, 4.874], [-2.286, -0.470, -0.350], [-2.237, -3.942, -0.560], [2.467, 0.994, 2.765], [3.244, 2.968, -2.617], [-0.401, 2.907, 0.745], [1.290, 0.534, 4.850], [4.652, 1.945, 0.463], [-0.935, 1.685, 1.019], [1.947, 0.563, -3.636], [-1.373, -1.175, -6.599], [0.862, 4.329, -0.624], [0.736, -0.430, -7.372], [0.851, 6.389, -0.082], [0.490, 5.400, 0.175], [3.713, 0.445, 0.496], [0.398, 1.006, 4.442], [0.820, 1.903, -1.113], [0.191, -3.969, -0.445], [-1.186, -0.494, -2.850], [-2.625, -0.354, -1.634], [3.550, 1.656, 2.191], [3.372, -1.644, -1.017], [1.382, 0.814, 5.901], [3.745, -0.203, 5.318], [3.640, 3.034, -3.636], [1.226, -0.252, -3.631], [1.540, 0.479, 2.047], [-0.784, 3.945, 1.557], [1.356, -4.698, -0.394], [0.287, -0.181, -0.366], [-1.450, 3.729, 2.383], [2.892, 1.987, 0.198], [0.369, 3.154, -3.790], [1.493, 4.528, -1.473], [0.263, 4.198, -3.491], [-2.548, -0.784, 2.469], [3.284, 3.963, -2.178], [2.364, -1.089, -1.113], [2.045, 0.855, -4.687], [-2.198, -3.094, 0.122], [4.438, -3.610, -1.245], [4.826, 3.293, 2.451]],
  "forces_ev_per_angstrom": [[-0.1, -0.1, 0.0], [0.0, 0.0, 0.1], [0.0, 0.0, 0.0], [0.0, 0.1, 0.1], [-0.1, 0.0, 0.2], [-0.1, 0.0, 0.0], [0.0, 0.0, 0.0], [-0.1, 0.0, -0.1], [0.0, 0.0, 0.0], [0.0, 0.0, 0.0], [0.0, 0.1, 0.0], [0.0, 0.1, -0.1], [0.0, 0.0, 0.0], [-0.1, 0.0, 0.0], [0.1, -0.1, 0.0], [0.0, 0.0, 0.0], [0.0, 0.0, 0.0], [0.0, 0.0, 0.1], [0.0, 0.0, 0.0], [0.0, 0.0, 0.0], [0.0, 0.0, 0.0], [0.0, 0.0, 0.0], [0.0, 0.0, 0.0], [0.0, 0.0, 0.0], [0.0, 0.0, 0.1], [0.1, -0.1, -0.2], [0.0, 0.0, 0.0], [0.0, 0.0, 0.1], [-0.1, 0.0, 0.0], [0.0, 0.0, 0.0], [0.0, 0.0, -0.1], [-0.1, 0.0, 0.0], [0.0, 0.0, 0.0], [0.0, 0.0, 0.0], [0.0, 0.0, 0.0], [0.0, 0.0, 0.0], [-0.1, -0.1, 0.0], [0.0, 0.0, 0.0], [0.0, 0.0, 0.0], [-0.1, 0.2, 0.0], [0.0, 0.0, 0.0], [0.0, 0.2, 0.1], [-0.1, -0.1, 0.0], [-0.1, 0.1, 0.0], [0.0, 0.0, 0.0], [0.0, 0.0, 0.0], [0.0, 0.0, 0.0], [0.0, 0.1, 0.0], [0.0, 0.0, 0.0], [0.0, 0.0, 0.0], [0.1, 0.1, -0.1], [0.0, 0.0, 0.0], [0.0, 0.1, 0.0], [0.0, 0.0, 0.0], [0.0, 0.0, 0.0], [0.1, 0.1, -0.3], [0.1, -0.1, -0.2], [0.1, 0.1, 0.1], [0.0, -0.2, -0.1], [0.0, 0.0, 0.1], [-0.1, -0.2, 0.0], [0.0, 0.0, 0.0], [0.0, 0.0, 0.0], [0.0, 0.0, 0.0], [0.0, 0.0, 0.0], [0.0, -0.1, -0.1], [0.0, 0.0, 0.0], [0.0, 0.1, 0.0], [-0.2, -0.2, 0.3], [0.0, 0.0, 0.0], [0.0, 0.0, 0.0], [0.1, -0.1, 0.1], [0.0, 0.0, 0.0], [0.0, 0.0, 0.0], [0.1, -0.1, 0.1], [0.0, 0.0, 0.0], [0.2, 0.3, -0.1], [0.0, 0.0, 0.0], [0.0, 0.0, 0.0], [0.0, -0.1, 0.0], [0.0, 0.0, 0.0]],
  "lowdin_charge": [-0.1295, -0.1233, 0.0912, -0.3364, -0.1573, 0.3709, 0.1256, -0.0284, 0.0843, 0.0810, -0.4275, -0.0023, 0.1304, 0.1371, -0.0122, -0.0753, -0.0004, 0.0209, 0.0877, 0.0194, -0.0668, 0.0791, 0.0727, -0.0056, -0.1171, -0.4476, 0.0703, 0.0515, -0.2242, 0.0178, -0.1720, 0.0069, 0.0736, 0.0215, 0.0892, 0.0809, -0.2426, 0.0320, -0.0803, -0.0902, -0.0614, -0.4344, -0.1722, -0.2376, -0.0818, 0.0882, -0.0565, -0.2223, -0.2764, -0.0573, -0.2142, 0.0941, -0.1144, 0.0621, 0.0844, -0.2766, -0.5951, 0.5641, -0.5810, -0.1727, -0.2255, 0.0814, 0.0862, 0.0312, -0.0525, 0.1086, -0.0276, 0.1766, 1.7462, 0.1159, 0.0551, -0.1612, 0.0632, 0.0169, -0.4976, 0.0107, -0.0169, 0.0086, 0.0635, -0.0094, 0.0821]
}


Entry 2:
{
  "formula": "C19H36BF3N4O17P3",
  "method": "ωB97M-V with the def2-TZVPD basis set",
  "homo_energy_ev": -5.3,
  "charge": -1,
  "energy_ha": -3592.52807,
  "homo_lumo_gap_ha": 0.270,
  "de_lowest_ev": 0.777,
  "species": ["P", "C", "O", "H", "H", "H", "H", "N", "H", "O", "O", "H", "O", "O", "O", "C", "F", "F", "C", "H", "H", "O", "C", "P", "H", "H", "O", "H", "H", "N", "C", "H", "O", "C", "H", "N", "C", "H", "H", "O", "H", "B", "C", "H", "F", "C", "C", "H", "C", "C", "C", "H", "H", "H", "H", "H", "O", "H", "O", "C", "C", "P", "O", "H", "O", "C", "H", "O", "H", "C", "H", "C", "N", "O", "H", "H", "H", "H", "H", "C", "H", "H", "O"],
  "positions_angstrom": [[-2.793, 2.433, -0.615], [5.600, 0.242, 2.244], [-0.221, 3.105, 0.770], [5.597, 1.862, 1.057], [-5.479, 1.129, -6.050], [3.558, -1.772, 0.638], [-3.950, 3.138, 1.014], [5.274, -0.940, 1.543], [-2.818, 5.199, 3.334], [-3.918, 3.337, 0.062], [-5.203, -5.975, -6.031], [-1.534, 2.966, 4.770], [5.859, -5.419, -0.141], [-3.806, -4.486, -6.979], [-1.924, 2.021, 1.959], [-2.990, -0.077, -6.045], [-4.687, 2.603, -4.962], [-1.798, -3.718, -4.288], [3.023, 0.209, 1.241], [-1.960, -3.534, -7.218], [-0.750, 4.454, 5.193], [-3.429, 1.200, -6.209], [-1.828, 1.495, 0.685], [-2.412, -0.255, 0.427], [-2.052, 4.219, 1.392], [4.330, -0.455, -0.274], [-2.190, -0.607, -6.748], [1.348, -0.984, 0.704], [3.322, 1.235, 1.062], [5.321, 0.445, 3.446], [-0.543, 3.984, 3.125], [5.142, -6.340, 1.584], [-1.858, 3.350, -1.531], [-2.266, -4.496, -5.289], [0.443, 3.558, 3.304], [-2.630, 5.993, 5.254], [1.645, 0.056, 0.583], [-1.520, -5.257, -5.528], [-5.298, -0.084, -3.927], [6.813, -3.679, 0.901], [6.771, 1.832, 2.179], [-1.287, 3.354, 1.816], [-4.607, 1.335, -5.425], [1.241, 1.745, 1.828], [6.981, -4.525, 2.988], [4.019, -0.797, 0.710], [0.659, 0.998, 1.314], [-3.116, -2.711, -6.168], [6.422, -4.193, -0.302], [-4.255, -5.266, -5.966], [6.011, -5.789, 1.232], [-2.226, 4.249, -1.485], [-1.813, 6.541, 4.999], [6.024, -1.055, 0.869], [5.236, -3.962, 2.184], [-3.823, -0.179, 0.398], [-3.590, -0.664, -4.989], [-0.047, 1.594, -0.660], [-3.463, -5.131, -4.864], [-0.306, 1.755, 0.386], [-2.732, -3.679, -6.468], [-2.020, -1.425, 2.231], [-1.434, -0.575, 3.454], [4.850, -0.381, 3.815], [-1.203, -2.582, 1.891], [-4.376, 0.339, -4.316], [2.854, 0.060, 2.301], [-3.466, 1.481, -1.507], [-3.491, 4.222, 4.671], [-1.366, 3.984, 4.425], [0.161, 0.416, 2.084], [-2.656, 4.828, 4.333], [6.270, 1.257, 1.515], [6.549, -3.642, -1.341], [6.900, -6.411, 1.347], [-0.804, -1.176, 3.892], [-0.352, 5.035, 2.886], [-2.400, 5.637, 6.176], [-3.806, 0.765, -3.491], [6.172, -4.447, 1.902], [1.680, 0.298, -0.476], [-4.113, -1.321, 2.421], [-3.469, -1.968, 2.752]],
  "forces_ev_per_angstrom": [[-0.2, -0.7, -0.6], [-0.1, 0.4, -0.4], [-0.3, -0.1, -0.7], [0.0, -0.2, -0.2], [0.0, 0.1, 0.0], [-0.1, -0.3, -0.1], [0.2, 0.4, 0.0], [-0.3, 0.2, -0.6], [-0.1, 0.0, -0.3], [0.2, 0.0, 0.4], [-0.1, 0.0, 0.0], [-0.3, -0.2, -0.1], [0.1, 0.2, 0.2], [0.1, -0.1, 0.2], [-1.3, 0.1, 0.3], [0.2, 0.1, 0.1], [0.0, 0.0, -0.1], [0.0, -0.1, 0.0], [-0.8, -0.6, -0.4], [-0.1, -0.1, -0.1], [0.0, 0.0, 0.3], [-0.3, -0.3, -0.1], [0.6, 0.1, -0.1], [0.5, -0.2, -0.8], [-0.3, -0.2, -0.1], [-0.1, -0.2, -0.4], [0.0, 0.1, 0.0], [-0.2, -0.2, -0.3], [0.4, 0.2, 0.2], [-0.4, -0.1, 1.2], [-0.8, -0.2, 0.2], [-0.1, 0.1, -0.2], [-0.7, 0.8, 0.6], [-0.2, 0.3, 0.3], [0.1, -0.3, 0.0], [0.1, 0.0, -0.3], [0.1, 0.2, 0.7], [0.1, 0.0, 0.1], [0.1, -0.2, -0.1], [-0.4, -0.2, -0.2], [-0.1, 0.1, 0.1], [1.6, 1.1, 0.4], [0.2, 0.2, 0.2], [0.0, 0.4, 0.1], [0.0, 0.0, 0.0], [0.7, 0.6, 0.3], [0.2, -1.4, -0.9], [0.0, 0.0, 0.2], [0.1, 0.0, -0.2], [-0.2, 0.1, 0.0], [-0.2, -0.3, 0.0], [0.6, 0.0, 0.0], [-0.1, 0.2, 0.0], [0.0, -0.3, 0.1], [0.1, 0.1, 0.1], [0.1, 0.1, 0.6], [-0.1, 0.2, -0.2], [0.0, 0.2, -0.2], [0.1, -0.2, -0.4], [-0.2, 0.5, 1.0], [0.1, 0.0, -0.3], [-1.2, -0.1, 0.3], [0.1, -0.3, 0.1], [0.2, 0.0, 0.1], [1.0, -0.7, 0.0], [-0.1, -0.1, 0.3], [0.2, 0.1, 0.4], [-0.3, -1.2, -0.7], [-0.4, -0.1, -0.3], [0.6, 0.4, -0.4], [-0.2, 0.2, 0.1], [0.4, -0.2, 1.3], [0.5, -0.1, -0.2], [0.1, 0.0, 0.0], [0.1, 0.1, 0.1], [0.0, 0.3, 0.0], [0.1, 0.2, -0.2], [-0.1, 0.0, 0.1], [0.0, 0.2, 0.0], [0.3, 0.1, 0.2], [0.1, -0.1, -0.2], [-0.2, -0.3, 0.4], [0.0, 1.0, -0.6]],
  "lowdin_charge": [0.4546, -0.5980, -0.0564, 0.0769, 0.1687, 0.1049, 0.0847, 0.0169, 0.0890, -0.1227, 0.1689, 0.0975, 0.0716, 0.0723, -0.0597, -0.5525, 0.0810, 0.0884, -0.2188, 0.1423, 0.0851, 0.1358, -0.6732, 0.9509, 0.1033, 0.1180, 0.1581, 0.1047, 0.1118, 0.1418, -0.1232, 0.1395, -0.0956, -0.3109, 0.0842, -0.0374, -0.1770, 0.1707, 0.1436, 0.1147, 0.0726, -0.7256, -0.3117, 0.1109, 0.0725, -0.1855, -0.1172, 0.1067, -0.5492, -0.5557, -0.0569, 0.0975, 0.0523, 0.0950, 0.1679, -0.0657, 0.0626, 0.1356, 0.1326, -0.3338, -0.0457, 0.2439, -0.1724, 0.0523, -0.3442, -0.0341, 0.1118, -0.3455, 0.0978, -0.2245, 0.0906, -0.2758, 0.0927, 0.1814, 0.1422, 0.0876, 0.0925, 0.0467, 0.1060, -0.3201, 0.1104, 0.0400, -0.1929]
}